Entry 1:
# C24H35F2NNaO2SSi

A molecular structure, C24H35F2NNaO2SSi at a distorted geometry (ωB97M-V with the def2-TZVPD basis set, the Open Molecules 2025 dataset).

Lowest unoccupied orbital energy ... -4.046 eV
HOMO-LUMO gap ... 6.1 eV
Total charge ... +1

CARTESIAN COORDINATES (ANGSTROEM)
H -4.3814 -2.6084 -0.4609
H -0.3358 -2.9528 5.0071
C -2.5299 2.1889 -1.2729
C 1.1652 -0.5058 2.9512
C -2.7373 -1.3733 0.3500
H 2.8935 0.9881 -3.3426
H -3.1730 -0.4521 -0.0985
H 1.3933 -0.1617 1.9098
C -0.1408 1.7961 3.1383
H 0.0742 2.5695 -1.6198
F -1.2708 1.9031 2.3203
C 0.7663 1.0310 -3.8732
Na 3.2532 3.2756 -2.4085
C 3.5636 3.4183 0.4946
C 1.7459 1.1638 -1.3912
Si 0.6666 -2.3631 2.7718
O 1.4296 2.1310 1.0753
H -0.7655 -0.2563 -1.5319
C -1.5016 -1.3690 1.1178
H -1.2313 -4.7661 1.9957
H 2.7731 1.1533 -0.9092
H -1.2810 0.4657 -4.5738
F -0.4066 2.6337 4.2291
H -3.6037 2.2896 -0.9568
H 1.8781 -1.4233 -3.8140
C 2.0854 -0.9609 -2.8069
C -3.4514 -2.6372 0.1498
C 1.1049 2.4260 2.4108
H 0.3160 0.4182 4.8240
H 0.4851 2.1187 -3.8361
H 0.3975 -4.3740 4.1992
H 2.0909 -0.5278 3.5994
S 4.5614 2.5126 1.3643
H 1.1828 0.8618 -4.9120
H 1.5234 -3.2244 5.0188
H -0.3297 -0.9474 -4.0226
C 2.0982 -3.1467 1.7356
H -3.4387 0.4539 -4.1899
C -1.6480 -3.8358 1.5525
H -2.1177 3.1454 -1.6988
H 0.3839 3.8926 0.4240
H 2.7667 -3.6918 2.4495
H -3.9831 -0.4676 -2.6763
C -2.4237 0.9836 -2.2591
C 1.2754 3.2546 0.2135
C 0.5727 -3.2794 4.4306
C -0.5349 0.1391 -3.7944
H 3.1499 -1.2249 -2.5648
O 1.7806 3.2059 3.0109
C -0.9315 -2.5647 1.7538
C -2.8769 -3.8415 0.7459
H 1.6950 3.2933 -2.0558
C 1.1464 2.6446 -1.2810
H 1.1493 0.4000 -0.8272
C 0.0875 0.3659 3.7237
H -0.9078 -0.1674 3.6462
H -1.9450 1.9221 -0.3441
H -4.5071 1.2603 -2.8787
C 1.9220 0.6248 -2.8694
H -3.4185 -4.8025 0.5574
H 1.4343 -1.4263 -2.0258
C -1.2502 0.2495 -2.4036
C -3.6845 0.5298 -3.1025
H 1.7035 -3.7753 0.9000
N 2.5289 4.1272 0.1988
H 2.7169 -2.3043 1.3000
H -0.9540 -0.4061 1.2329

---

Entry 2:
# C6H10BNO2

C6H10BNO2 in the gas phase at a distorted geometry (ωB97M-V with the def2-TZVPD basis set, the Open Molecules 2025 dataset).

Lowest unoccupied orbital energy ... 0.675 eV
HOMO-LUMO gap ... 9.2 eV
Total charge ... 0
ΔE to the lowest compared entry with this formula, charge and spin ... 250.7 kJ/mol

CARTESIAN COORDINATES (ANGSTROEM)
H 2.3890 1.3932 -0.4511
H -0.9098 1.6284 3.3309
C 1.5091 1.1639 0.1523
O -0.4836 1.0631 2.7845
C -1.1225 -0.6665 -1.8991
C 0.1800 -1.3113 -1.9752
C 1.2105 -1.1558 -1.1365
H -2.6971 0.4707 0.6331
H 1.7442 -0.8870 0.8322
H -1.8231 -0.7654 -2.7770
H -0.6543 -1.4500 0.7639
N -1.6916 -0.4304 -0.8339
H 2.1776 -1.5097 -1.2940
H 1.8988 1.6316 1.1089
B -1.0445 0.6758 1.6345
H 0.0749 -1.9815 -2.8831
H 0.7964 1.8669 -0.2724
C 1.0734 -0.3094 0.1511
O -2.3252 1.0225 1.3841
C -0.3023 -0.4491 0.7469

---

> Which formula does entry 1 have?

C24H35F2NNaO2SSi

---

> What is the lowest unoccupied orbital energy in the second record?

0.675 eV

---

> Among the records above, which one has the highest total charge?

C24H35F2NNaO2SSi